Version P
11
Properties=species:S:1:pos:R:3 method="wB97M-V/def2-TZVPD" gap_ev="8.03 / 8.32" total_charge=0 homo_ev="-7.90 / -8.13"
C 1.20940 0.91621 -0.51096
C 1.26104 1.64493 0.55992
C 0.06989 -1.09302 -0.31714
C -1.40221 -0.95876 -0.19208
S 0.96298 -0.31827 -1.60510
H 1.57260 2.67747 0.47557
H 1.02490 1.31860 1.56527
H 0.66704 -1.40338 0.52169
H -1.72274 -1.23169 0.81166
H -1.90719 -1.61182 -0.90892
H -1.73570 0.05971 -0.39992



Version Q
11
Properties=species:S:1:pos:R:3 method="wB97M-V/def2-TZVPD" gap_ev=8.42 smiles=CC#CSC total_charge=0 homo_ev=-8.20
C -2.82988 -0.47033 0.30269
C -1.42321 -0.40590 -0.16460
C -0.25836 -0.65563 -0.24218
S 1.41404 -0.98516 -0.01356
C 3.06796 0.30514 0.03993
H -2.91772 -1.56574 0.34591
H -3.57359 0.21722 -0.16470
H -2.78680 0.07817 1.28278
H 2.82042 1.39748 -0.06471
H 3.58893 -0.01655 -0.87544
H 3.62684 0.01419 0.90372



So which one is most stable? That would be version Q, about 0.504 eV below the next structure.



Version P
18
Properties=species:S:1:pos:R:3 method="wB97M-V/def2-TZVPD" gap_ev="7.07 / 7.07" total_charge=0 homo_ev="-6.41 / -6.41"
C -1.19814 1.01889 -0.57757
N 1.15325 -1.05481 -0.64962
C -0.00753 -1.80998 0.03847
C 0.33917 -0.41535 0.79605
C -0.43812 0.70358 0.66518
N 1.12420 -0.61267 -2.00110
N -0.63911 1.52956 1.79475
O 1.13649 -0.61148 1.90167
O -0.96769 -2.09281 -0.65335
H 1.55194 0.23576 2.12041
H 2.08835 -1.18138 -0.27605
H 0.24744 -0.98232 -2.37343
H 1.87690 -1.07591 -2.50268
H -1.51061 2.04192 1.75991
H -0.54909 1.04625 2.68094
H -0.55662 1.43563 -1.35617
H -1.64266 0.10384 -0.99407
H -2.00817 1.72127 -0.37335



Version Q
18
Properties=species:S:1:pos:R:3 method="wB97M-V/def2-TZVPD" gap_ev=6.66 smiles="NCC(N)=O.C=CN=O" total_charge=0 homo_ev=-8.23
N 1.41558 -0.97804 1.22281
C 0.87854 0.32159 1.25374
C -0.81814 0.34204 1.06291
N -1.28950 1.60281 1.39548
O -1.38109 -0.68243 1.43027
H 2.15050 -1.22065 0.57406
H 0.83309 -1.65296 1.70443
H 0.93574 0.76550 2.24724
H 1.29999 0.98371 0.49449
H -2.27033 1.61442 1.63368
H -0.97672 2.37100 0.82037
C 0.09499 -0.96062 -2.73933
C -0.14310 -0.78235 -1.43709
N -0.60098 0.42719 -0.90939
O -0.36132 1.49524 -1.48181
H 0.03500 -0.12864 -3.42819
H 0.36666 -1.93021 -3.12931
H -0.16894 -1.58758 -0.71434



Version R
18
Properties=species:S:1:pos:R:3 method="wB97M-V/def2-TZVPD" gap_ev=9.08 total_charge=0 homo_ev=-9.05
C -0.46571 1.97372 -1.31011
C 0.33338 0.19429 -0.15463
C -0.28927 -0.23891 1.10237
C -0.65362 -2.10015 2.57221
H -0.51976 1.28383 -2.20863
H -0.12508 3.04123 -1.90211
H -1.45316 2.14171 -0.88867
H 0.09942 0.64557 1.73757
H -1.22002 0.13424 1.10836
H 0.74906 -2.22103 0.92795
H 0.20434 -3.27273 3.23329
H 1.78245 -0.62170 -2.71570
H 1.46445 0.97238 -2.43788
N -0.19624 -1.68943 1.27191
N 0.56107 -0.58271 -1.04251
N 1.11625 -0.11607 -2.18804
O 0.32310 1.65226 -0.13642
O -1.71068 -1.19650 3.03104



Version S
18
Properties=species:S:1:pos:R:3 method="wB97M-V/def2-TZVPD" gap_ev="7.62 / 7.61" total_charge=0 homo_ev="-8.40 / -8.40"
C -0.29684 1.97810 0.36151
N 1.61298 -0.32988 0.23659
C -1.28606 -0.32084 0.15224
N 2.84259 -0.26559 -0.18193
N -2.45515 -0.36749 -0.66286
C 0.95710 -1.48047 0.05604
C -0.41875 -1.53204 0.16769
O -0.33812 0.85979 -0.48453
O -1.39346 -0.35440 1.42918
H 3.20260 -0.89903 -0.89319
H 3.32058 0.60502 -0.01111
H -2.27498 -0.00657 -1.59093
H -3.20282 0.14947 -0.21191
H 1.50695 -2.37737 -0.23493
H -0.92338 -2.48722 0.08390
H -0.06441 2.86079 -0.24026
H 0.46318 1.84689 1.14002
H -1.25201 2.12082 0.88448



So which one is most stable? That would be version Q, about 0.270 eV below the next structure.



Version P
18
Properties=species:S:1:pos:R:3 method="wB97M-V/def2-TZVPD" gap_ev="7.07 / 7.08" total_charge=0 homo_ev="-7.71 / -7.71"
C 2.66802 0.58578 -0.72090
C 0.26707 -1.78055 0.42252
N -0.15327 -0.50348 -0.11232
C -0.14012 0.63101 0.42660
C -2.27522 -0.47363 -0.05286
N -2.92906 0.67712 -0.03394
O 1.88353 0.44195 0.41286
N -0.48715 1.81238 0.56916
O -2.69284 -1.59178 -0.09264
H -2.40444 1.53305 0.13372
H -3.94250 0.68416 -0.03860
H 0.30926 2.44646 0.61163
H 2.92386 -0.39012 -1.17284
H 3.63285 1.04898 -0.44693
H 2.21275 1.20935 -1.50952
H -0.54491 -2.50212 0.30123
H 0.55326 -1.71549 1.47213
H 1.11892 -2.11308 -0.16929



Version Q
18
Properties=species:S:1:pos:R:3 method="wB97M-V/def2-TZVPD" gap_ev=9.31 total_charge=0 homo_ev=-8.96
C -0.40241 -1.31387 -1.79393
C -0.18995 1.05063 -0.05508
C 1.05991 1.19039 0.73896
C -0.97910 -1.21488 -0.34591
N -0.98932 -0.12766 0.36959
N 0.10839 -2.51690 -2.13527
N 0.96100 1.19430 2.20764
O -1.38688 -0.17627 1.51110
O -0.52113 -0.37486 -2.54419
H -0.69908 1.99167 0.06615
H -0.06365 0.92537 -1.15734
H 1.53689 0.26203 0.59248
H 1.46079 2.08685 0.41403
H -1.53938 -1.98738 0.16107
H 0.02946 -3.19889 -1.38553
H 0.29341 -2.84157 -3.03532
H 0.26451 0.55024 2.35761
H 0.53820 2.10387 2.63338



So which one is most stable? That would be version Q, about 1.914 eV below the next structure.



Version P
18
Properties=species:S:1:pos:R:3 method="wB97M-V/def2-TZVPD" gap_ev=8.83 total_charge=0 homo_ev=-8.80
H -2.19315 1.43625 0.56314
N -2.39104 0.47690 0.86682
C -1.36486 -0.25380 0.79600
C -0.23207 -0.14027 -0.58314
N -0.89081 -0.76286 -1.66418
O -0.02856 1.17479 -0.81221
O 0.85634 -0.89389 -0.18900
C 2.12224 -0.55333 -0.75852
H -1.44611 -1.29195 1.12876
H -1.50968 -0.12011 -2.14157
H -1.38808 -1.61054 -1.41153
H 0.31254 1.60621 0.03816
H 2.07629 -0.61436 -1.84648
H 2.42101 0.44517 -0.43780
H 2.82743 -1.27664 -0.35927
C 0.11591 0.74722 2.18846
N 0.63132 1.67739 1.71142
H 0.08128 -0.04618 2.91093



Version Q
18
Properties=species:S:1:pos:R:3 method="wB97M-V/def2-TZVPD" gap_ev=8.35 total_charge=0 homo_ev=-7.83
C 2.56744 0.82690 0.33460
N -0.58814 -0.73577 0.31082
C -2.03323 -0.83005 0.44913
C 0.00194 0.17431 -0.43905
N 0.22173 -1.30691 1.29595
N -2.74759 -0.22793 -0.52971
C 0.13359 0.54791 -1.69019
O 1.23488 0.81827 0.79877
O -2.49958 -1.38020 1.41565
H -0.40305 -1.75515 1.96320
H 0.92943 -0.24232 1.46227
H -2.32666 0.44438 -1.14902
H -3.74532 -0.20323 -0.40277
H 3.04254 1.77977 0.58250
H 2.64055 0.69927 -0.75286
H 3.13794 0.01028 0.78816
H -0.17533 -0.10504 -2.49671
H 0.60884 1.48552 -1.94074



So which one is most stable? That would be version P, about 0.916 eV below the next structure.